[1]
# C4H12NOS

2 unconnected molecules or ions with the total composition C4H12NOS (the ωB97M-V functional and the def2-TZVPD basis, the Open Molecules 2025 dataset).

Computed properties:
- highest occupied orbital energy (spin up / spin down) (eV) = -9.31 / -9.02
- LUMO energy (spin up / spin down) (Ha) = 0.031 / -0.074
- multiplicity = 2
- expectation value of S² = 0.753
- HOMO-LUMO gap (spin up / spin down) (eV) = 10.148 / 6.997

Geometry as XYZ:
```
19
C4H12NOS (the ωB97M-V functional and the def2-TZVPD basis)
C 0.75 -1.89 -0.57
N 0.26 -0.51 -0.55
C -0.11 -0.04 0.81
C -0.91 1.24 0.62
S -1.61 1.95 2.11
C 1.10 0.19 1.71
H 0.12 -2.53 0.05
H 0.67 -2.27 -1.58
H 1.77 -1.99 -0.21
H 1.02 0.10 -0.83
H -0.76 -0.79 1.27
H -0.28 2.03 0.18
H -1.71 1.10 -0.12
H 1.67 -0.72 1.92
H 0.71 0.59 2.65
H 1.73 0.99 1.30
H -1.43 1.62 -3.11
H -1.36 0.24 -2.42
O -1.63 0.68 -3.23
```

Atom-resolved charges from natural (NBO), all expressed in e: atom 1 (C): -0.4167, atom 2 (N): -0.6391, atom 3 (C): -0.0672, atom 4 (C): -0.5947, atom 5 (S): 0.1187, atom 6 (C): -0.6420, atom 7 (H): 0.1951, atom 8 (H): 0.2064, atom 9 (H): 0.1750, atom 10 (H): 0.3496, atom 11 (H): 0.1962, atom 12 (H): 0.2278, atom 13 (H): 0.2494, atom 14 (H): 0.2175, atom 15 (H): 0.2280, atom 16 (H): 0.1990, atom 17 (H): 0.4643, atom 18 (H): 0.4830, atom 19 (O): -0.9505


[2]
# C4H12NOS

2 unconnected molecules or ions with the total composition C4H12NOS (the ωB97M-V functional and the def2-TZVPD basis, the Open Molecules 2025 dataset).

Computed properties:
- highest occupied orbital energy (spin up / spin down) (eV) = -9.51 / -9.32
- LUMO energy (spin up / spin down) (Ha) = 0.031 / -0.087
- multiplicity = 2
- expectation value of S² = 0.753
- HOMO-LUMO gap (spin up / spin down) (eV) = 10.354 / 6.968

Geometry as XYZ:
```
19
C4H12NOS (the ωB97M-V functional and the def2-TZVPD basis)
C -2.59 -1.00 1.51
N -2.10 0.07 0.66
C -0.85 -0.39 -0.08
C -0.27 0.82 -0.82
S 1.48 0.67 -1.12
C -1.15 -1.58 -0.94
H -2.91 -1.97 1.13
H -1.82 -1.30 2.23
H -3.41 -0.73 2.19
H -2.80 0.17 -0.08
H -0.17 -0.65 0.72
H -0.73 0.84 -1.82
H -0.61 1.77 -0.39
H -1.22 -2.51 -0.37
H -0.37 -1.74 -1.71
H -2.09 -1.46 -1.51
H 3.14 0.33 1.02
H 3.08 1.69 1.43
O 3.67 0.94 1.56
```

Atom-resolved charges from natural (NBO), all expressed in e: atom 1 (C): -0.4382, atom 2 (N): -0.6048, atom 3 (C): -0.0754, atom 4 (C): -0.6110, atom 5 (S): 0.1123, atom 6 (C): -0.6385, atom 7 (H): 0.1709, atom 8 (H): 0.1918, atom 9 (H): 0.2057, atom 10 (H): 0.3387, atom 11 (H): 0.1959, atom 12 (H): 0.2409, atom 13 (H): 0.2598, atom 14 (H): 0.2237, atom 15 (H): 0.2220, atom 16 (H): 0.2035, atom 17 (H): 0.4628, atom 18 (H): 0.4599, atom 19 (O): -0.9202


[3]
# C4H12NOS

2 unconnected molecules or ions with the total composition C4H12NOS (the ωB97M-V functional and the def2-TZVPD basis, the Open Molecules 2025 dataset).

Computed properties:
- charge = +1
- highest occupied orbital energy (eV) = -14.53
- LUMO energy (Ha) = -0.156
- HOMO-LUMO gap (eV) = 10.294

Geometry as XYZ:
```
19
C4H12NOS (the ωB97M-V functional and the def2-TZVPD basis)
C -0.66 -1.30 -2.87
C -1.27 2.46 1.87
C 0.19 -0.56 -1.82
C 1.05 -0.63 0.93
N 0.79 -0.84 2.20
O 2.32 -0.42 0.57
S -0.32 -0.92 -0.13
H -0.23 -1.24 -3.84
H -0.61 -2.38 -2.71
H -1.65 -0.93 -2.89
H -1.68 1.45 1.78
H -1.52 3.03 0.98
H -1.53 2.97 2.75
H 0.33 0.57 -2.02
H 1.25 -1.10 -1.89
H -0.18 2.17 2.01
H 1.38 -0.52 2.99
H -0.15 -1.30 2.45
H 2.49 -0.51 -0.36
```

Atom-resolved charges from natural (NBO), all expressed in e: atom 1 (C): -0.6219, atom 2 (C): -0.8425, atom 3 (C): -0.5450, atom 4 (C): 0.5052, atom 5 (N): -0.7405, atom 6 (O): -0.5967, atom 7 (S): 0.3663, atom 8 (H): 0.2517, atom 9 (H): 0.2319, atom 10 (H): 0.2314, atom 11 (H): 0.1973, atom 12 (H): 0.2283, atom 13 (H): 0.2310, atom 14 (H): 0.2643, atom 15 (H): 0.2122, atom 16 (H): 0.1863, atom 17 (H): 0.4591, atom 18 (H): 0.4550, atom 19 (H): 0.5265


[4]
# C4H12NP

C4H12NP in the gas phase (the ωB97M-V functional and the def2-TZVPD basis, the Open Molecules 2025 dataset).

Computed properties:
- SMILES = CC(C)N(C)P
- highest occupied orbital energy (eV) = -8.04
- LUMO energy (Ha) = 0.038
- HOMO-LUMO gap (eV) = 9.075

Geometry as XYZ:
```
18
C4H12NP (the ωB97M-V functional and the def2-TZVPD basis)
C 0.86 0.88 1.36
C -0.09 -0.19 0.75
C 0.59 -1.58 0.59
N -0.61 -0.05 -0.59
C -1.38 1.24 -0.62
P 0.48 -0.15 -1.94
H 1.88 1.01 0.74
H 0.34 1.77 1.36
H 1.05 0.47 2.29
H -0.97 -0.10 1.32
H 1.63 -1.62 0.36
H 0.11 -2.30 -0.12
H 0.68 -2.22 1.55
H -1.26 1.60 -1.72
H -2.44 1.17 -0.28
H -1.02 2.03 -0.03
H -0.46 -0.29 -3.04
H 0.63 -1.69 -2.00
```

Atom-resolved charges from natural (NBO), all expressed in e: atom 1 (C): -0.6176, atom 2 (C): -0.0434, atom 3 (C): -0.6483, atom 4 (N): -0.7339, atom 5 (C): -0.4256, atom 6 (P): 0.4647, atom 7 (H): 0.2051, atom 8 (H): 0.2009, atom 9 (H): 0.2144, atom 10 (H): 0.1932, atom 11 (H): 0.2187, atom 12 (H): 0.2293, atom 13 (H): 0.2135, atom 14 (H): 0.1985, atom 15 (H): 0.2041, atom 16 (H): 0.1800, atom 17 (H): -0.0270, atom 18 (H): -0.0266


[5]
# C4H12NP

2 unconnected molecules or ions with the total composition C4H12NP (the ωB97M-V functional and the def2-TZVPD basis, the Open Molecules 2025 dataset).

Computed properties:
- SMILES = [H]/N=P\CCC.C
- highest occupied orbital energy (eV) = -8.81
- LUMO energy (Ha) = 0.009
- HOMO-LUMO gap (eV) = 9.065

Geometry as XYZ:
```
18
C4H12NP (the ωB97M-V functional and the def2-TZVPD basis)
H -1.05 -0.45 -1.08
N -1.06 0.33 -0.47
P -0.10 1.34 0.12
C 1.69 0.88 0.00
C 2.15 -0.44 -0.61
C 3.62 -0.72 -0.05
H 2.09 0.83 1.02
H 2.30 1.67 -0.37
H 2.14 -0.20 -1.85
H 1.55 -1.29 -0.41
H 3.71 -1.08 0.98
H 4.06 -1.56 -0.71
H 4.25 0.27 -0.15
C -5.10 0.11 0.71
H -4.20 0.38 1.15
H -5.34 0.68 -0.24
H -5.82 0.20 1.57
H -4.90 -0.97 0.41
```

Atom-resolved charges from natural (NBO), all expressed in e: atom 1 (H): 0.3870, atom 2 (N): -1.1590, atom 3 (P): 1.1112, atom 4 (C): -0.8370, atom 5 (C): -0.3802, atom 6 (C): -0.6224, atom 7 (H): 0.2342, atom 8 (H): 0.2365, atom 9 (H): 0.1923, atom 10 (H): 0.2071, atom 11 (H): 0.2136, atom 12 (H): 0.2140, atom 13 (H): 0.2031, atom 14 (C): -0.8585, atom 15 (H): 0.2165, atom 16 (H): 0.2187, atom 17 (H): 0.2129, atom 18 (H): 0.2101


[6]
# C4H12NS

A gas-phase ion, C4H12NS (charge +1) (the ωB97M-V functional and the def2-TZVPD basis, the Open Molecules 2025 dataset).

Computed properties:
- charge = +1
- SMILES = C[C@@H]([NH3+])CCS
- highest occupied orbital energy (eV) = -12.88
- LUMO energy (Ha) = -0.132
- HOMO-LUMO gap (eV) = 9.289

Geometry as XYZ:
```
18
C4H12NS (the ωB97M-V functional and the def2-TZVPD basis)
C -0.99 -0.35 1.86
C -0.03 -0.12 0.71
N 0.62 -1.46 0.36
C -0.67 0.47 -0.54
C 0.31 0.78 -1.66
S 1.62 1.90 -1.07
H -1.81 -1.02 1.57
H -0.49 -0.82 2.71
H -1.45 0.59 2.15
H 0.81 0.50 1.04
H -0.08 -2.18 0.19
H 1.17 -1.38 -0.50
H 1.23 -1.75 1.12
H -1.15 1.40 -0.24
H -1.46 -0.18 -0.91
H 0.76 -0.14 -2.06
H -0.23 1.24 -2.49
H 1.85 2.50 -2.24
```

Atom-resolved charges from natural (NBO), all expressed in e: atom 1 (C): -0.6373, atom 2 (C): -0.0365, atom 3 (N): -0.6789, atom 4 (C): -0.4461, atom 5 (C): -0.5199, atom 6 (S): -0.0530, atom 7 (H): 0.2237, atom 8 (H): 0.2304, atom 9 (H): 0.2630, atom 10 (H): 0.2332, atom 11 (H): 0.4384, atom 12 (H): 0.4447, atom 13 (H): 0.4471, atom 14 (H): 0.2579, atom 15 (H): 0.2267, atom 16 (H): 0.1839, atom 17 (H): 0.2589, atom 18 (H): 0.1639


[7]
# C4H12NS

A gas-phase ion, C4H12NS (charge +2) (the ωB97M-V functional and the def2-TZVPD basis, the Open Molecules 2025 dataset).

Computed properties:
- charge = +2
- highest occupied orbital energy (spin up / spin down) (eV) = -20.47 / -20.62
- LUMO energy (spin up / spin down) (Ha) = -0.280 / -0.475
- multiplicity = 2
- expectation value of S² = 0.753
- HOMO-LUMO gap (spin up / spin down) (eV) = 12.853 / 7.706

Geometry as XYZ:
```
18
C4H12NS (the ωB97M-V functional and the def2-TZVPD basis)
C -1.68 -0.90 -0.66
C -0.44 -0.52 0.09
C 0.12 0.85 -0.40
C 1.65 1.05 -0.09
S 2.84 -0.14 -0.70
N -0.59 -0.44 1.62
H -2.53 -0.21 -0.59
H -1.93 -1.95 -0.54
H -1.46 -0.90 -1.74
H 0.29 -1.33 -0.09
H 0.00 0.93 -1.48
H -0.43 1.66 0.08
H 1.82 1.25 0.97
H 1.90 2.03 -0.50
H 2.38 -0.23 -1.97
H -0.08 -1.15 2.15
H -1.56 -0.50 1.93
H -0.31 0.50 1.92
```

Atom-resolved charges from natural (NBO), all expressed in e: atom 1 (C): -0.6683, atom 2 (C): -0.0435, atom 3 (C): -0.4151, atom 4 (C): -0.6527, atom 5 (S): 0.7773, atom 6 (N): -0.6889, atom 7 (H): 0.2598, atom 8 (H): 0.2667, atom 9 (H): 0.2681, atom 10 (H): 0.2168, atom 11 (H): 0.2673, atom 12 (H): 0.2596, atom 13 (H): 0.2726, atom 14 (H): 0.3386, atom 15 (H): 0.1706, atom 16 (H): 0.4626, atom 17 (H): 0.4681, atom 18 (H): 0.4407


[8]
# C4H12NS2

A gas-phase ion, C4H12NS2 (charge +1) (the ωB97M-V functional and the def2-TZVPD basis, the Open Molecules 2025 dataset).

Computed properties:
- charge = +1
- SMILES = CSSC[C@@H](C)[NH3+]
- highest occupied orbital energy (eV) = -12.80
- LUMO energy (Ha) = -0.123
- HOMO-LUMO gap (eV) = 9.448

Geometry as XYZ:
```
19
C4H12NS2 (the ωB97M-V functional and the def2-TZVPD basis)
C -2.50 -1.96 1.12
S -2.31 -0.97 -0.39
S -1.94 0.91 0.35
C -0.18 1.39 0.19
C 0.79 0.71 -0.78
C 2.17 1.33 -0.63
N 0.89 -0.77 -0.46
H -1.59 -1.92 1.71
H -3.31 -1.56 1.71
H -2.74 -2.96 0.80
H -0.22 2.43 -0.10
H 0.28 1.40 1.17
H 0.44 0.76 -1.79
H 2.85 1.09 -1.46
H 2.01 2.41 -0.62
H 2.62 1.03 0.32
H 1.49 -1.25 -1.13
H -0.07 -1.18 -0.46
H 1.31 -0.91 0.45
```

Atom-resolved charges from natural (NBO), all expressed in e: atom 1 (C): -0.7345, atom 2 (S): 0.1019, atom 3 (S): 0.1296, atom 4 (C): -0.5697, atom 5 (C): -0.0455, atom 6 (C): -0.6317, atom 7 (N): -0.7048, atom 8 (H): 0.2141, atom 9 (H): 0.2460, atom 10 (H): 0.2458, atom 11 (H): 0.2636, atom 12 (H): 0.2238, atom 13 (H): 0.2321, atom 14 (H): 0.2426, atom 15 (H): 0.2512, atom 16 (H): 0.2189, atom 17 (H): 0.4405, atom 18 (H): 0.4480, atom 19 (H): 0.4282


no.,total energy (eV)
1,-18714.093
2,-18713.601
3,-18708.077
4,-15119.001
5,-15119.358
6,-16661.613
7,-16648.354
8,-27496.977